This record from the OMol25 dataset describes the molecule C6H6O in a non-equilibrium geometry. The level of theory is ωB97M-V/def2-TZVPD.

The calculation puts the gap between HOMO and LUMO at 10.08 eV. The total energy is -307.26712 a.u. Its spin multiplicity is 1. Its energy relative to the best compared isomer or geometry (same formula, charge and spin) is 123.19 kcal/mol. The HOMO energy comes out at -9.13 eV. The SMILES is C#CC[C@H](O)C#C.

Atoms and positions in Å:
O (0.648, -1.141, 1.227)
C (-0.233, -0.098, 1.026)
C (0.400, 1.304, 0.116)
C (1.212, 0.636, -0.841)
C (1.811, -0.199, -1.468)
C (-1.482, -0.549, 0.427)
C (-2.458, -0.917, -0.178)
H (0.718, -1.619, 0.376)
H (-0.187, 0.712, 1.703)
H (0.990, 2.043, 0.712)
H (-0.453, 1.864, -0.290)
H (2.376, -0.841, -2.093)
H (-3.342, -1.194, -0.718)

This record from the OMol25 dataset describes a cluster of 4 separate species, C6H20O7 in total in a non-equilibrium geometry. The level of theory is ωB97M-V/def2-TZVPD.

The calculation puts the gap between HOMO and LUMO at 10.55 eV. The total energy is -767.22598 a.u. Its spin multiplicity is 1. Its energy relative to the best compared isomer or geometry (same formula, charge and spin) is 50.87 kcal/mol. The HOMO energy comes out at -10.17 eV. The SMILES is OCCO.OCCO.OCCO.O.

Atoms and positions in Å:
O (-8.794, -6.328, 10.631)
H (-8.804, -5.373, 10.422)
H (-8.753, -6.358, 11.594)
C (-9.943, 0.170, 8.630)
C (-11.000, -0.577, 7.816)
O (-11.078, -0.116, 6.510)
O (-8.639, -0.001, 8.139)
H (-9.983, -0.067, 9.701)
H (-10.209, 1.243, 8.613)
H (-11.965, -0.404, 8.288)
H (-10.785, -1.652, 7.807)
H (-10.214, -0.302, 6.117)
H (-8.454, 0.712, 7.523)
C (-6.988, -1.796, 10.941)
C (-7.781, -2.709, 10.027)
O (-8.852, -3.405, 10.692)
O (-6.424, -2.440, 12.070)
H (-7.616, -0.975, 11.290)
H (-6.171, -1.325, 10.376)
H (-7.180, -3.428, 9.468)
H (-8.172, -2.018, 9.254)
H (-9.392, -2.767, 11.217)
H (-5.695, -2.983, 11.757)
C (-9.930, -3.736, 14.126)
C (-10.922, -2.615, 13.804)
O (-10.763, -2.130, 12.458)
O (-8.715, -3.212, 14.539)
H (-9.753, -4.372, 13.256)
H (-10.282, -4.338, 14.962)
H (-10.846, -1.846, 14.575)
H (-11.938, -3.052, 13.868)
H (-11.282, -1.325, 12.366)
H (-8.067, -3.251, 13.810)

This record from the OMol25 dataset describes the molecule C4H7NO. The level of theory is ωB97M-V/def2-TZVPD.

The calculation puts the gap between HOMO and LUMO at 9.58 eV. The total energy is -286.52952 a.u. Its spin multiplicity is 1. Its energy relative to the best compared isomer or geometry (same formula, charge and spin) is 64.09 kcal/mol. The HOMO energy comes out at -8.98 eV.

Atoms and positions in Å:
O (-1.851, 2.111, -1.810)
C (-0.848, 1.460, -1.690)
N (-0.346, 1.043, -0.444)
C (0.796, 0.358, -0.378)
C (0.120, -1.508, 0.706)
C (0.975, -0.245, 0.978)
H (-0.214, 1.089, -2.511)
H (-0.950, 1.277, 0.353)
H (0.046, -1.615, -0.386)
H (-0.894, -1.383, 1.097)
H (0.562, -2.430, 1.080)
H (2.017, -0.503, 1.183)
H (0.587, 0.346, 1.822)

This record from the OMol25 dataset describes a cluster of 10 separate species, C34H47Cl19O2 in total in a non-equilibrium geometry. The level of theory is ωB97M-V/def2-TZVPD.

The calculation puts the gap between HOMO and LUMO at 8.32 eV. The total energy is -10217.68774 a.u. Its spin multiplicity is 1. The HOMO energy comes out at -9.11 eV. The SMILES is CCCCCCCCCCCc1ccc2c(c1)C(=O)c1ccc(Cl)cc1C2=O.ClCCl.ClCCl.ClCCl.ClCCl.ClCCl.ClCCl.ClCCl.ClCCl.ClCCl.

Atoms and positions in Å:
C (2.230, -4.555, 1.603)
C (0.905, -5.273, 1.079)
C (0.631, -4.959, -0.460)
C (-0.072, -3.541, -0.531)
C (-1.463, -3.510, -1.303)
C (-2.615, -2.828, -0.438)
C (-2.836, -1.302, -0.811)
C (-2.620, -0.309, 0.417)
C (-1.128, -0.539, 0.937)
C (-0.346, 0.799, 1.247)
C (0.465, 1.302, -0.042)
C (2.003, 1.020, 0.151)
C (2.763, 1.733, 1.189)
C (4.203, 1.426, 1.399)
C (4.781, 0.404, 0.542)
C (4.038, -0.297, -0.533)
C (2.626, 0.006, -0.749)
C (4.804, -1.359, -1.399)
O (4.692, -1.419, -2.602)
C (5.754, -2.286, -0.565)
C (5.881, -3.708, -0.846)
C (6.758, -4.505, 0.016)
C (7.460, -3.821, 1.112)
Cl (8.506, -4.793, 2.220)
C (7.363, -2.384, 1.368)
C (6.492, -1.590, 0.515)
C (6.273, -0.044, 0.702)
O (7.181, 0.721, 0.917)
H (2.710, -5.261, 2.334)
H (2.959, -4.375, 0.767)
H (2.018, -3.578, 2.118)
H (0.049, -4.889, 1.706)
H (1.024, -6.388, 1.204)
H (1.663, -4.866, -0.936)
H (0.016, -5.748, -0.961)
H (-0.282, -3.153, 0.507)
H (0.640, -2.803, -0.994)
H (-1.316, -2.832, -2.195)
H (-1.765, -4.523, -1.694)
H (-3.575, -3.360, -0.712)
H (-2.457, -2.994, 0.660)
H (-3.901, -1.154, -1.155)
H (-2.174, -0.962, -1.653)
H (-2.797, 0.759, 0.098)
H (-3.390, -0.563, 1.201)
H (-1.204, -1.226, 1.828)
H (-0.581, -1.021, 0.080)
H (-1.110, 1.603, 1.466)
H (0.324, 0.655, 2.137)
H (0.221, 2.375, -0.224)
H (0.080, 0.685, -0.906)
H (2.295, 2.506, 1.844)
H (4.812, 1.963, 2.201)
H (2.053, -0.541, -1.538)
H (5.304, -4.133, -1.706)
H (6.857, -5.601, -0.161)
H (7.931, -1.937, 2.211)
C (2.700, 3.430, -3.061)
Cl (1.981, 1.964, -3.719)
Cl (1.669, 4.119, -1.817)
H (3.664, 3.191, -2.619)
H (2.831, 4.150, -3.864)
C (-5.626, -1.437, 3.164)
Cl (-6.906, -1.296, 1.955)
Cl (-4.255, -2.361, 2.540)
H (-5.284, -0.441, 3.436)
H (-6.025, -1.942, 4.039)
C (-5.442, 2.515, -0.666)
Cl (-5.947, 1.111, 0.276)
Cl (-3.871, 2.236, -1.433)
H (-6.183, 2.709, -1.438)
H (-5.364, 3.373, -0.007)
C (3.663, 7.100, -1.226)
Cl (3.741, 8.719, -0.521)
Cl (3.524, 7.172, -2.987)
H (4.569, 6.560, -0.966)
H (2.796, 6.583, -0.826)
C (4.199, -4.139, -4.467)
Cl (5.530, -5.271, -4.739)
Cl (2.976, -4.833, -3.392)
H (4.593, -3.232, -4.013)
H (3.735, -3.903, -5.421)
C (-5.918, 0.186, -3.660)
Cl (-5.135, -1.306, -4.192)
Cl (-7.483, -0.142, -2.905)
H (-5.276, 0.682, -2.938)
H (-6.071, 0.830, -4.522)
C (4.245, 1.383, 5.571)
Cl (4.327, 3.014, 6.250)
Cl (4.079, 1.429, 3.803)
H (5.158, 0.850, 5.825)
H (3.386, 0.868, 5.995)
C (-8.077, 5.807, -1.116)
Cl (-7.906, 4.681, -2.469)
Cl (-7.300, 5.184, 0.345)
H (-7.614, 6.752, -1.384)
H (-9.133, 5.956, -0.915)
C (-9.927, 6.817, 3.160)
Cl (-9.920, 8.416, 3.910)
Cl (-10.061, 6.932, 1.401)
H (-9.000, 6.306, 3.409)
H (-10.774, 6.253, 3.541)

This record from the OMol25 dataset describes a structure of composition C2H3NO2 in a non-equilibrium geometry. The level of theory is ωB97M-V/def2-TZVPD.

The calculation puts the gap between HOMO and LUMO at 8.50 eV. The total energy is -283.05413 a.u. Its spin multiplicity is 1. Its energy relative to the best compared isomer or geometry (same formula, charge and spin) is 127.94 kcal/mol. The HOMO energy comes out at -8.47 eV.

Atoms and positions in Å:
C (0.581, 0.491, -0.841)
C (0.077, -0.500, 0.058)
N (-0.615, 0.254, 1.684)
O (-1.608, -0.338, 1.907)
O (1.425, -0.392, -0.146)
H (0.416, 0.300, -1.951)
H (0.256, 1.534, -0.695)
H (-0.533, -1.349, -0.015)

This record from the OMol25 dataset describes a structure of composition C21H22I2IrN4O4. The level of theory is ωB97M-V/def2-TZVPD.

The expectation value of S² is 0.77. The calculation puts the gap between HOMO and LUMO (spin up / spin down) at 7.23 / 5.47 eV. The total energy is -2032.64730 a.u. Its total charge is +2. Its spin multiplicity is 2. Its energy relative to the best compared isomer or geometry (same formula, charge and spin) is 0.00 kcal/mol. The HOMO energy (spin up / spin down) comes out at -14.37 / -14.49 eV.

Atoms and positions in Å:
Ir (-0.876, -1.145, 0.996)
I (-4.180, -4.071, -5.188)
C (-3.677, -3.307, -3.380)
C (-4.665, -3.075, -2.413)
C (-4.309, -2.559, -1.196)
I (-5.721, -2.219, 0.249)
C (-2.921, -2.221, -0.913)
O (-2.654, -1.715, 0.234)
C (-1.911, -2.497, -1.916)
C (-0.439, -2.191, -1.726)
N (0.045, -2.379, -0.332)
C (1.524, -2.163, -0.224)
C (1.896, -1.799, 1.190)
C (3.172, -1.959, 1.691)
C (3.438, -1.570, 2.996)
C (2.416, -1.047, 3.774)
C (1.161, -0.908, 3.219)
N (0.916, -1.272, 1.952)
C (-2.306, -3.029, -3.104)
H (-5.699, -3.306, -2.628)
H (-0.212, -1.157, -1.994)
H (0.136, -2.844, -2.385)
H (-0.142, -3.345, -0.055)
H (1.773, -1.334, -0.886)
H (2.055, -3.056, -0.556)
H (3.948, -2.382, 1.067)
H (4.433, -1.683, 3.404)
H (2.582, -0.753, 4.800)
H (0.321, -0.507, 3.770)
H (-1.571, -3.254, -3.867)
C (-1.537, 3.243, -1.333)
C (-0.039, 3.518, -1.287)
C (0.719, 2.831, -0.117)
C (2.217, 3.178, -0.185)
C (3.030, 2.541, 0.935)
C (0.145, 3.401, 1.179)
O (0.341, 4.519, 1.545)
N (-0.698, 2.561, 1.951)
C (-0.846, 1.266, 1.664)
O (-1.538, 0.426, 2.312)
N (-0.232, 0.688, 0.618)
C (0.562, 1.328, -0.302)
O (1.074, 0.721, -1.216)
H (-1.980, 3.750, -2.188)
H (-2.051, 3.612, -0.443)
H (-1.756, 2.177, -1.441)
H (0.148, 4.588, -1.191)
H (0.440, 3.182, -2.207)
H (2.299, 4.264, -0.141)
H (2.582, 2.855, -1.159)
H (2.733, 2.923, 1.914)
H (4.089, 2.761, 0.811)
H (2.925, 1.450, 0.939)
H (-1.156, 2.961, 2.761)

This record from the OMol25 dataset describes the ion C4H8IN2S with charge +1 in a non-equilibrium geometry. The level of theory is ωB97M-V/def2-TZVPD.

The calculation puts the gap between HOMO and LUMO at 5.41 eV. The total energy is -962.19958 a.u. Its total charge is +1. Its spin multiplicity is 1. Its energy relative to the best compared isomer or geometry (same formula, charge and spin) is 74.41 kcal/mol. The HOMO energy comes out at -11.59 eV.

Atoms and positions in Å:
C (1.522, 0.278, -0.422)
C (-1.318, -1.794, -0.224)
C (-0.081, -1.501, -0.883)
C (1.866, 2.534, 1.048)
N (-2.009, -0.491, -0.188)
N (0.376, -0.146, -0.606)
S (2.593, 1.473, -0.288)
I (-3.897, -0.456, 0.596)
H (-2.129, -2.305, -0.697)
H (-1.281, -2.116, 0.790)
H (0.727, -2.232, -0.792)
H (-0.102, -1.569, -2.040)
H (1.898, 1.918, 1.995)
H (0.823, 2.636, 0.750)
H (2.534, 3.342, 0.995)
H (-1.523, 0.428, -0.035)

This record from the OMol25 dataset describes the molecule C2H6ClN3 in a non-equilibrium geometry. The level of theory is ωB97M-V/def2-TZVPD.

The calculation puts the gap between HOMO and LUMO at 9.88 eV. The total energy is -704.20374 a.u. Its spin multiplicity is 1. Its energy relative to the best compared isomer or geometry (same formula, charge and spin) is 31.26 kcal/mol. The HOMO energy comes out at -8.99 eV. The SMILES is [H]/N=C(/N)N(C)Cl.

Atoms and positions in Å:
C (-0.031, -0.896, -0.068)
C (0.015, 1.531, 0.371)
N (0.458, -1.835, 0.565)
N (-1.277, -1.087, -0.638)
N (0.598, 0.417, -0.266)
Cl (2.300, 0.408, -0.352)
H (-0.891, 1.196, 0.749)
H (0.691, 2.017, 1.127)
H (-0.190, 2.383, -0.371)
H (1.303, -1.593, 0.976)
H (-1.284, -2.084, -0.800)
H (-1.693, -0.458, -1.292)